Entry 1:
The following is a DFT calculation (ωB97M-V/def2-TZVPD) of a single C6H11N3 molecule at a distorted geometry.

The value obtained for the frontier orbital gap is 8.775 eV. The calculation puts the energy relative to the best compared isomer or geometry (same formula, charge and spin) at 81.8 kcal/mol. For the HOMO energy, the calculation gives -8.18 eV. Its SMILES is [H]/N=C(/C=C)N(C)/N=C\C.

Last column: Löwdin charge in e.
CARTESIAN COORDINATES (ANGSTROEM)
1 H -2.3749 -0.3162 1.3797  0.086
2 N -2.0788 0.6269 1.0094  0.165
3 C -0.8558 0.6675 0.7097  -0.407
4 C -0.1100 1.9391 0.3971  -0.111
5 C 1.1994 1.9335 0.1213  0.020
6 N 0.1079 -0.4343 0.5690  -0.215
7 C 0.9046 -0.9793 1.7142  -0.068
8 N -0.4100 -1.5530 0.0425  -0.023
9 C -0.6679 -1.5567 -1.2437  -0.140
10 C -0.2776 -0.4929 -2.2371  -0.053
11 H -0.7053 2.8678 0.5585  0.110
12 H 1.7301 2.9263 0.0121  0.083
13 H 1.7718 1.0977 -0.0710  0.030
14 H 1.6845 -0.2592 2.0468  0.077
15 H 0.4371 -1.3842 2.6187  0.068
16 H 1.4316 -1.9294 1.3784  0.094
17 H -1.2132 -2.4373 -1.6191  0.104
18 H -0.9655 -0.4853 -3.0530  0.065
19 H -0.3298 0.4608 -1.7691  0.036
20 H 0.7219 -0.6919 -2.5646  0.078

Cartesian forces (eV/Å) of the 6 atoms listed first:
0.45 1.01 -0.92
-0.16 -0.99 0.75
1.99 0.27 -0.17
-0.73 0.13 0.73
-0.98 3.68 -0.03
1.20 0.18 1.93


Entry 2:
The following is a DFT calculation (ωB97M-V/def2-TZVPD) of a molecular structure, C20H39IrN4O4 at a distorted geometry.

The value obtained for the frontier orbital gap is 7.659 eV. The calculation puts the energy relative to the best compared isomer or geometry (same formula, charge and spin) at 32.7 kcal/mol. For the HOMO energy, the calculation gives -15.55 eV. The net charge is +2.

Last column: Löwdin charge in e.
CARTESIAN COORDINATES (ANGSTROEM)
1 Ir -0.7491 0.2550 -0.9489  1.486
2 C 2.9831 0.7547 0.5929  -0.037
3 C 2.1029 1.7450 -0.1643  -0.267
4 C 1.3753 2.7889 0.7391  -0.054
5 C 0.4745 2.4737 1.9609  -0.450
6 C 0.9251 1.2898 2.8005  -0.015
7 C 0.4199 3.7104 2.8584  -0.005
8 N -0.9611 2.2951 1.4306  0.084
9 C -1.9677 1.4218 2.0978  -0.068
10 C -1.7545 -0.0871 1.9667  -0.135
11 N -1.8121 -0.7649 0.6266  -0.190
12 C -3.2454 -0.7968 0.2041  -0.057
13 C -3.3968 -0.7688 -1.2831  -0.589
14 O -4.3284 -1.2314 -1.8660  0.172
15 O -2.3797 -0.1371 -1.8822  -0.185
16 C -1.2893 -2.1991 0.7942  -0.288
17 C -0.0162 -2.2887 1.6243  -0.035
18 C -1.2368 -2.9546 -0.5325  -0.083
19 C -0.0576 -2.8194 -1.4950  -0.505
20 C 1.3163 -3.1906 -0.9407  -0.019
21 C -0.3425 -3.7685 -2.6706  -0.002
22 N -0.1000 -1.4058 -2.0383  -0.093
23 C 1.1029 -0.9107 -2.7702  -0.135
24 C 1.9918 -0.0717 -1.8864  -0.160
25 N 1.2675 1.0885 -1.2782  -0.205
26 C 0.9841 2.1381 -2.3025  -0.068
27 C -0.2153 2.9530 -1.8778  -0.591
28 O -0.3300 4.1206 -2.0890  0.169
29 O -1.1480 2.2078 -1.2583  -0.213
30 H 3.4679 1.2813 1.4137  0.104
31 H 3.7846 0.3783 -0.0391  0.097
32 H 2.4455 -0.0964 1.0062  0.063
33 H 2.7997 2.3876 -0.7105  0.150
34 H 0.8395 3.4995 0.1037  0.120
35 H 2.2001 3.3755 1.1488  0.146
36 H 1.9400 1.4798 3.1441  0.113
37 H 0.9318 0.3563 2.2493  0.048
38 H 0.3074 1.1843 3.6941  0.110
39 H 1.3741 3.8420 3.3656  0.112
40 H -0.3482 3.6069 3.6286  0.104
41 H 0.2214 4.6178 2.2815  0.111
42 H -0.9456 2.0225 0.4366  0.058
43 H -1.3558 3.2384 1.3852  0.183
44 H -2.9353 1.7250 1.6960  0.142
45 H -1.9785 1.6473 3.1634  0.147
46 H -2.5574 -0.5267 2.5661  0.161
47 H -0.8268 -0.3567 2.4362  0.064
48 H -3.7458 0.1052 0.5618  0.144
49 H -3.7598 -1.6606 0.6215  0.158
50 H -2.0619 -2.7203 1.3705  0.158
51 H 0.7573 -1.6120 1.2639  0.052
52 H 0.3664 -3.3049 1.5599  0.105
53 H -0.1923 -2.1032 2.6816  0.096
54 H -2.1430 -2.7465 -1.1032  0.119
55 H -1.3147 -4.0150 -0.2818  0.155
56 H 1.2506 -4.1645 -0.4571  0.112
57 H 1.7176 -2.4844 -0.2208  0.059
58 H 2.0391 -3.3000 -1.7500  0.099
59 H -0.2534 -4.8050 -2.3472  0.111
60 H 0.3755 -3.6163 -3.4793  0.099
61 H -1.3501 -3.6229 -3.0682  0.107
62 H -0.8921 -1.3953 -2.6851  0.124
63 H 0.7524 -0.3648 -3.6457  0.134
64 H 1.6909 -1.7450 -3.1519  0.133
65 H 2.8605 0.2734 -2.4572  0.159
66 H 2.3566 -0.6978 -1.0843  0.086
67 H 0.7273 1.6778 -3.2572  0.140
68 H 1.8418 2.7922 -2.4520  0.153

Cartesian forces (eV/Å) of the 6 atoms listed first:
1.13 0.25 -0.59
0.03 0.05 -0.01
0.00 0.05 0.09
-0.05 -0.15 -0.12
0.08 -0.06 0.03
-0.05 0.03 0.01


Entry 3:
The following is a DFT calculation (ωB97M-V/def2-TZVPD) of 2 unconnected molecules or ions with the total composition C4H7NO at a distorted geometry.

The value obtained for the frontier orbital gap is 10.443 eV. The calculation puts the energy relative to the best compared isomer or geometry (same formula, charge and spin) at 58.4 kcal/mol. For the HOMO energy, the calculation gives -9.31 eV.

Last column: Löwdin charge in e.
CARTESIAN COORDINATES (ANGSTROEM)
1 C -2.7220 0.3978 -1.1320  0.002
2 C -0.7263 -0.8269 1.1502  -0.140
3 C 1.6304 0.7626 0.0052  -0.091
4 C 0.5710 -0.1131 -0.7729  -0.228
5 N 0.0002 -1.1828 0.1864  -0.040
6 O -2.9929 -0.3372 -0.3447  0.035
7 H -1.1108 0.2281 1.3969  0.096
8 H -1.1424 -1.5968 1.7762  0.058
9 H 1.1553 1.7129 0.3579  0.080
10 H 2.2068 0.1637 0.7713  0.093
11 H 2.3584 1.0799 -0.6307  0.008
12 H -0.3003 0.3588 -1.1255  0.016
13 H 1.0726 -0.6469 -1.6382  0.112

Cartesian forces (eV/Å) of the 6 atoms listed first:
0.28 1.19 -1.31
-0.45 1.38 -0.26
-2.39 -0.79 1.23
1.57 -2.29 1.93
0.98 0.75 -0.89
-0.70 -1.13 1.12